C24H20BF6N4O7S | ωB97M-V with the def2-TZVPD basis set

Last column: Löwdin charge in e.
Atoms and positions in Å:
C1 -4.46387 4.41523 -0.97923  -0.136
C2 -3.46706 3.32820 -1.12752  -0.607
C3 -3.03203 2.75733 -2.31206  -0.140
C4 -2.04374 1.72757 -2.11489  -0.125
C5 -1.76314 1.54992 -0.77882  -0.387
B1 -0.72435 0.50481 -0.04329  -0.984
C6 0.62326 1.41844 -0.30612  -0.054
C7 1.03303 2.35062 0.63748  0.041
C8 2.17506 3.12230 0.41197  -0.111
C9 2.67268 4.03915 1.49779  -0.512
F1 3.47765 5.03723 1.02245  0.104
F2 1.63245 4.63138 2.16803  0.108
F3 3.40608 3.33950 2.42302  0.108
C10 2.90432 2.99908 -0.76046  0.032
C11 2.45425 2.10088 -1.71473  -0.112
C12 3.21987 1.91138 -2.99618  -0.512
F4 3.35362 0.57254 -3.28301  0.102
F5 2.56989 2.49200 -4.05950  0.107
F6 4.47424 2.44466 -2.95100  0.108
C13 1.31283 1.32083 -1.50154  0.037
O1 -1.14700 0.47418 1.31385  -0.045
C14 -1.99805 -0.59892 1.72581  -0.117
C15 -2.80636 -1.31756 0.60278  -0.491
C16 -3.33432 -2.63939 1.12667  -0.060
C17 -4.02189 -0.50860 0.22725  -0.061
C18 -1.89389 -1.56609 -0.64046  -0.114
O2 -0.74662 -0.73453 -0.74800  -0.009
S1 -2.66461 2.62813 0.24658  1.087
H1 -4.83682 4.69968 -1.96986  0.071
H2 -5.29504 4.05561 -0.36059  0.068
H3 -3.99901 5.28661 -0.50376  0.069
H4 -3.40335 3.08859 -3.28880  0.097
H5 -1.53517 1.20734 -2.92113  0.106
H6 0.45742 2.49452 1.55564  0.134
H7 3.78412 3.60382 -0.93220  0.124
H8 0.96607 0.64020 -2.28304  0.134
H9 -1.32354 -1.33203 2.20836  0.104
H10 -2.69520 -0.16072 2.46372  0.135
H11 -3.85969 -3.20377 0.34496  0.092
H12 -2.51688 -3.25828 1.51606  0.045
H13 -4.04801 -2.46566 1.94220  0.090
H14 -4.62146 -1.06545 -0.49946  0.089
H15 -4.62162 -0.33020 1.12711  0.089
H16 -3.72157 0.45138 -0.19722  0.035
H17 -1.47987 -2.58248 -0.55908  0.110
H18 -2.45980 -1.45922 -1.58149  0.134
O3 5.87237 -4.47732 0.35441  0.080
N1 4.71487 -4.92347 0.39278  -0.319
O4 4.45561 -6.12147 0.14844  0.048
C19 3.61960 -4.02353 0.70165  -0.055
C20 2.31262 -4.47825 0.60306  0.101
C21 1.23446 -3.59648 0.81878  -0.090
N2 -0.05597 -4.15471 1.17376  -0.283
O5 -0.40061 -5.28612 0.79384  0.084
O6 -0.74025 -3.46171 1.97612  0.029
C22 1.38693 -2.20578 0.96718  0.155
C23 2.68851 -1.72873 1.17871  -0.184
N3 3.07023 -0.54688 1.75091  0.233
O7 4.47571 -0.78099 1.97360  -0.053
N4 4.89584 -2.02475 1.56565  0.157
C24 3.80681 -2.61482 1.04106  -0.140
H19 2.12602 -5.51859 0.38499  0.132
H20 0.54435 -1.52665 1.02678  0.121

Values from the calculation:
- E_tot: -73317.5896 eV
- F_max: 3.524 eV/A
- Total charge: -1
- HOMO energy: -4.796 eV
- HOMO-LUMO gap: 4.39 eV